Here is a cluster of 3 separate species, C16H19BBrO8 in total from the Open Molecules 2025 dataset. Energies are from ωB97M-V with the def2-TZVPD basis set.

Calculated values
- 2S+1 = 1
- gap between HOMO and LUMO (Ha) = 0.16298
- charge = -1
- lowest unoccupied orbital energy (eV) = -0.236
- E_tot (eV) = -103996.8372

Last column: natural (NBO) charge in e.
Positions of all 45 atoms, in Å:
C1 0.4072 -4.7019 0.7393  -0.864
B1 1.9022 -3.9821 0.5166  -0.159
C2 1.8493 -2.9928 -0.8002  -0.623
C3 2.3649 -3.7245 -2.2035  -0.226
C4 2.3376 -2.5911 -3.4271  -0.653
Br1 1.2324 -5.2848 -2.7354  -0.071
H1 -0.4818 -4.0204 0.3469  0.172
H2 0.3422 -4.9247 1.8975  0.183
H3 0.3740 -5.7218 0.1621  0.191
H4 2.6654 -4.8689 0.3501  -0.063
H5 2.2628 -3.4105 1.5065  -0.089
H6 0.7988 -2.5119 -0.9856  0.189
H7 2.6214 -2.1092 -0.6158  0.186
H8 3.5066 -3.9721 -2.0363  0.212
H9 1.5688 -2.8526 -4.2725  0.208
H10 3.4048 -2.4929 -3.8978  0.196
H11 1.9872 -1.5917 -2.9167  0.214
C5 1.7533 2.6322 1.9494  -0.403
C6 1.1858 1.7743 1.0993  0.378
C7 1.2027 0.3072 1.3542  0.440
O1 0.6565 -0.4551 0.5646  -0.480
C8 1.8908 -0.1745 2.5622  -0.333
C9 2.4612 0.6833 3.4103  0.268
C10 2.4201 2.1518 3.1694  0.477
O2 2.9375 2.9166 3.9766  -0.556
O3 3.1119 0.2373 4.5461  -0.649
O4 0.5594 2.2182 -0.0508  -0.674
H12 1.7464 3.7012 1.7776  0.234
H13 1.9112 -1.2443 2.7262  0.282
H14 3.4377 1.0476 4.9952  0.496
H15 0.2284 1.4083 -0.4967  0.514
C11 -5.1601 2.7526 -0.3921  -0.339
C12 -5.0310 4.0345 -0.7400  0.280
C13 -3.7657 4.5522 -1.3304  0.474
O5 -3.6834 5.7308 -1.6576  -0.534
C14 -2.6463 3.6117 -1.4944  -0.358
C15 -2.7744 2.3307 -1.1433  0.306
C16 -4.0486 1.8073 -0.5788  0.463
O6 -4.1420 0.6209 -0.2825  -0.503
O7 -1.7255 1.4420 -1.2923  -0.654
O8 -6.0705 4.9295 -0.5651  -0.648
H16 -6.0748 2.3624 0.0360  0.244
H17 -1.7266 4.0051 -1.9081  0.251
H18 -2.0665 0.5795 -0.9693  0.518
H19 -5.7314 5.7905 -0.8936  0.502

***

Here is a structure of composition C16H19BN6ReS from the Open Molecules 2025 dataset. Energies are from ωB97M-V with the def2-TZVPD basis set.

Calculated values
- 2S+1 = 4
- gap between HOMO and LUMO (alpha / beta) (Ha) = 0.23227 / 0.16119
- charge = +4
- lowest unoccupied orbital energy (alpha / beta) (eV) = -15.747 / -17.461
- E_tot (eV) = -39434.4349

Last column: Mulliken spin population.
Positions of all 44 atoms, in Å:
C1 -1.0349 -2.6427 -1.2335  -0.041
N1 -0.3710 -1.4521 -1.1081  0.094
N2 0.2331 -1.2177 -2.3422  0.016
C2 0.0069 -2.2512 -3.1729  0.083
C3 -0.8336 -3.1497 -2.5257  0.145
B1 1.1850 -0.0563 -2.6726  -0.020
N3 0.4891 1.2755 -2.3755  0.011
N4 0.0027 1.6316 -1.1248  0.057
C4 -0.5365 2.8672 -1.2500  -0.022
C5 -0.3448 3.3143 -2.5593  0.065
C6 0.3337 2.3012 -3.2219  0.022
Re1 -0.0788 0.0737 0.3360  0.968
N5 2.2606 -0.1812 -1.5709  0.109
N6 1.8750 -0.2491 -0.2350  0.127
C7 3.0152 -0.3287 0.5211  0.158
C8 4.0968 -0.3893 -0.3641  0.293
C9 3.5850 -0.3271 -1.6549  0.142
H1 2.9079 -0.3420 1.6081  0.007
H2 4.0316 -0.3783 -2.6451  -0.001
H3 5.1338 -0.4691 -0.1038  -0.010
H4 1.6037 -0.1485 -3.8118  -0.001
H5 0.7344 2.1545 -4.2105  0.000
H6 0.4807 -2.1743 -4.1324  0.001
H7 -0.6686 4.2430 -2.9993  0.000
H8 -1.2348 -4.0292 -2.9986  0.000
H9 -1.0075 3.3272 -0.3887  0.000
H10 -1.5749 -3.0431 -0.3729  0.005
H11 0.0803 1.7959 1.7273  -0.005
C10 -1.0143 1.7215 1.6689  -0.035
H12 -1.4354 2.6764 1.3112  0.006
H13 -1.4975 0.9191 0.9731  0.056
H14 -1.4224 1.5358 2.6727  -0.002
S1 -0.0546 -1.4283 1.9479  -0.107
C11 -1.2341 -1.0693 3.2109  0.272
C12 -2.6252 -1.0953 3.0003  0.010
C13 -3.4559 -0.6079 4.0192  0.175
C14 -2.8895 -0.1302 5.2017  0.241
C15 -1.5102 -0.1707 5.4250  0.145
C16 -0.6701 -0.6374 4.4219  0.029
H15 -3.0027 -1.4273 2.0349  0.001
H16 -4.5438 -0.5890 3.8947  0.004
H17 -3.5366 0.2815 5.9748  -0.003
H18 -1.0768 0.1631 6.3715  0.004
H19 0.4167 -0.6095 4.4988  0.002

***

Here is a structure of composition C16H19Cl3N2O2PPdSe2 from the Open Molecules 2025 dataset. Energies are from ωB97M-V with the def2-TZVPD basis set.

Calculated values
- 2S+1 = 1
- gap between HOMO and LUMO (alpha / beta) (Ha) = 0.26648 / 0.26643
- charge = +1
- energy above the lowest of the compared OMol25 structures with the same formula, charge and spin (kJ/mol) = 27.49
- lowest unoccupied orbital energy (alpha / beta) (eV) = -3.432 / -3.433
- E_tot (eV) = -204999.7114

Last column: natural (NBO) charge in e.
Positions of all 46 atoms, in Å:
Pd1 0.5520 -0.9431 -0.4618  0.623
Se1 -0.2109 -1.4163 1.7845  -0.210
P1 -0.3418 0.7269 1.5508  0.987
Se2 -1.0112 0.9249 -0.4911  -0.248
C1 1.2244 1.5379 1.8617  -0.357
C2 1.5708 1.7639 3.1952  -0.205
C3 2.7966 2.3284 3.5073  -0.201
C4 3.6777 2.6749 2.4895  -0.178
C5 3.3282 2.4607 1.1638  -0.193
C6 2.1033 1.8904 0.8494  -0.212
C7 -1.4675 1.5026 2.7186  -0.346
C8 -1.9590 2.7754 2.4369  -0.208
C9 -2.7944 3.4126 3.3393  -0.199
C10 -3.1437 2.7763 4.5248  -0.178
C11 -2.6653 1.5050 4.8066  -0.202
C12 -1.8300 0.8645 3.8997  -0.213
H1 0.8849 1.5044 3.9915  0.225
H2 3.0626 2.5032 4.5413  0.227
H3 4.6361 3.1159 2.7310  0.225
H4 4.0079 2.7374 0.3687  0.223
H5 1.8250 1.7275 -0.1829  0.232
H6 -1.6836 3.2736 1.5133  0.223
H7 -3.1704 4.4031 3.1189  0.227
H8 -3.7982 3.2764 5.2269  0.226
H9 -2.9450 1.0111 5.7278  0.228
H10 -1.4682 -0.1338 4.1190  0.226
Cl1 3.7170 -3.7776 -3.0169  0.103
C13 3.0194 -2.2239 -3.3700  -0.189
Cl2 4.2755 -1.0405 -3.6951  0.089
Cl3 1.9858 -2.3876 -4.8617  -0.057
C14 2.1555 -1.6885 -2.2096  0.693
O1 1.3566 -0.7327 -2.4370  -0.695
O2 2.2914 -2.1810 -1.0734  -0.640
N1 -1.4549 -2.3314 -5.3256  -0.681
C15 -1.9463 -3.0262 -4.0593  -0.222
C16 -1.3535 -2.2574 -2.8897  -0.269
N2 -1.3423 -2.9146 -1.6143  -0.830
H11 -1.7508 -2.8032 -6.1801  0.442
H12 -0.4281 -2.2879 -5.3075  0.453
H13 -1.7899 -1.3672 -5.3690  0.439
H14 -1.5729 -4.0471 -4.1147  0.224
H15 -3.0327 -3.0354 -4.1092  0.225
H16 -1.8646 -1.2969 -2.7763  0.215
H17 -0.3218 -2.0040 -3.1506  0.219
H18 -0.8824 -3.8151 -1.6105  0.376
H19 -2.2417 -2.9853 -1.1599  0.384